No. 1
The following is a DFT calculation (ωB97M-V/def2-TZVPD) of C18H17BrIrNO7 as an isolated structure.

```
45
C18H17BrIrNO7 (ωB97M-V/def2-TZVPD)
Ir 0.414 -0.202 -0.271
N 2.938 -0.107 0.147
C 3.307 0.113 1.444
C 1.786 0.237 2.572
O 2.228 0.455 3.667
O 0.723 0.071 1.949
H 3.031 -1.112 -0.161
H 3.208 0.607 -0.515
H 3.776 1.066 1.658
H 3.761 -0.741 1.945
C 0.535 6.768 -0.668
O -0.828 6.368 -0.411
C -1.089 5.071 -0.372
C -2.452 4.739 -0.157
C -2.862 3.415 -0.086
C -1.972 2.365 -0.198
C -2.494 0.976 -0.172
C -3.931 0.696 0.152
O -1.771 0.020 -0.468
C -0.580 2.712 -0.438
O 0.327 1.837 -0.628
C -0.172 4.075 -0.533
H 0.531 7.847 -0.684
H 0.872 6.390 -1.632
H 1.191 6.413 0.124
H -3.167 5.551 -0.063
H -3.917 3.204 0.049
H -4.219 1.171 1.093
H -4.066 -0.379 0.226
H -4.587 1.082 -0.637
H 0.877 4.271 -0.723
Br 2.420 -8.296 0.097
C 1.252 -6.854 -0.235
C -0.072 -7.107 -0.545
C -0.933 -6.041 -0.790
C -0.467 -4.739 -0.727
C 0.864 -4.506 -0.409
C 1.733 -5.567 -0.161
C 1.407 -3.134 -0.312
O 2.571 -2.948 0.059
O 0.582 -2.147 -0.713
H -0.428 -8.130 -0.595
H -1.970 -6.237 -1.035
H -1.127 -3.903 -0.926
H 2.769 -5.372 0.086
```

As for the LUMO energy (alpha / beta): -0.123 / -0.236 Eh. Its net charge is +1. The HOMO energy (alpha / beta) comes out at -11.159 / -11.169 eV. The value obtained for the HOMO-LUMO gap (alpha / beta) is 7.81 / 4.74 eV. The spin multiplicity is 6.

Mulliken atomic charges, in units of e:
1. Ir 1.818
2. N -0.459
3. C -0.532
4. C 0.646
5. O -0.411
6. O -0.693
7. H 0.402
8. H 0.272
9. H 0.421
10. H 0.349
11. C -0.825
12. O -0.416
13. C 0.817
14. C -0.970
15. C -0.742
16. C -0.287
17. C 1.401
18. C -1.567
19. O -0.679
20. C 0.872
21. O -1.012
22. C -0.421
23. H 0.242
24. H 0.351
25. H 0.351
26. H 0.453
27. H 0.419
28. H 0.458
29. H 0.334
30. H 0.429
31. H 0.466
32. Br -0.166
33. C -0.004
34. C -0.354
35. C -0.611
36. C -0.461
37. C 0.256
38. C -0.465
39. C 0.953
40. O -0.785
41. O -0.587
42. H 0.407
43. H 0.401
44. H 0.424
45. H 0.502

No. 2
The following is a DFT calculation (ωB97M-V/def2-TZVPD) of C4H7FeO4 as an isolated structure.

```
16
C4H7FeO4 (ωB97M-V/def2-TZVPD)
O 0.359 1.011 0.150
C -0.430 0.316 0.930
O -1.260 0.994 1.642
Fe -0.451 -0.067 3.182
O -0.322 -0.907 1.156
C -0.097 0.865 -1.374
H -0.160 -0.208 -1.593
H -0.741 1.650 -1.790
H 0.838 1.223 -1.823
C -3.413 0.191 -0.649
C -3.147 1.031 -1.688
O -4.288 0.436 0.358
H -3.276 -0.887 -0.769
H -3.169 2.111 -1.515
H -3.011 0.584 -2.673
H -4.277 1.371 0.593
```

As for the LUMO energy (alpha / beta): 0.024 / -0.027 Eh. The HOMO energy (alpha / beta) comes out at -7.423 / -8.817 eV. The value obtained for the HOMO-LUMO gap (alpha / beta) is 8.08 / 8.09 eV. The spin multiplicity is 6.

Mulliken atomic charges, in units of e:
1. O -0.362
2. C 1.305
3. O -0.735
4. Fe 0.172
5. O -0.674
6. C -0.612
7. H 0.351
8. H 0.280
9. H 0.289
10. C 0.184
11. C -1.009
12. O -0.442
13. H 0.338
14. H 0.303
15. H 0.320
16. H 0.292

No. 3
The following is a DFT calculation (ωB97M-V/def2-TZVPD) of C22H39N2O2P3Ru as an isolated structure.

```
69
C22H39N2O2P3Ru (ωB97M-V/def2-TZVPD)
P 0.058 -3.512 1.770
C 1.689 -3.730 2.475
H 1.664 -4.665 3.058
H 1.964 -2.903 3.147
H 2.485 -3.818 1.719
C -1.158 -3.039 2.977
H -2.126 -3.034 2.460
H -0.924 -2.021 3.320
H -1.081 -3.802 3.759
C -0.559 -4.879 0.801
H -0.847 -5.645 1.533
H 0.219 -5.245 0.112
H -1.427 -4.546 0.212
P 0.986 -0.091 -3.770
C 2.830 -0.092 -3.721
H 3.245 -0.261 -4.728
H 3.186 -0.880 -3.040
H 3.206 0.854 -3.309
C 0.756 -1.491 -4.913
H -0.276 -1.467 -5.266
H 0.893 -2.421 -4.360
H 1.479 -1.370 -5.724
C 0.735 1.283 -4.947
H 1.034 0.958 -5.947
H 1.298 2.156 -4.606
H -0.327 1.546 -4.922
P -0.322 3.571 1.449
C 1.284 4.103 2.005
H 1.171 5.146 2.334
H 2.072 4.077 1.241
H 1.641 3.507 2.855
C -1.156 4.707 0.374
H -1.194 5.657 0.922
H -2.157 4.298 0.174
H -0.619 4.809 -0.579
C -1.377 3.124 2.806
H -2.182 3.859 2.752
H -0.765 3.179 3.709
H -1.755 2.103 2.642
Ru -2.501 -0.175 -0.185
C -0.294 -2.056 0.611
O 0.434 -1.421 -0.099
C -0.596 1.913 0.555
O 0.247 1.128 0.215
C -3.541 1.028 -1.337
C -4.117 0.895 -0.055
C -4.297 -0.396 0.516
C -3.906 -1.531 -0.234
C -3.327 -1.387 -1.506
C -3.092 -0.107 -2.049
H -3.466 2.014 -1.784
H -4.435 1.768 0.499
H -4.735 -0.504 1.492
H -4.068 -2.522 0.186
H -3.094 -2.277 -2.082
H -2.649 -0.006 -3.040
N 3.719 0.825 5.505
C 2.817 0.605 4.515
C 1.434 0.495 4.796
C 0.562 0.231 3.743
N 0.981 0.057 2.490
C 2.278 0.201 2.185
C 3.238 0.468 3.164
H 3.423 0.885 6.480
H 4.705 0.858 5.325
H 1.057 0.594 5.813
H -0.516 0.149 3.911
H 2.576 0.086 1.138
H 4.291 0.548 2.897
```

As for the LUMO energy (alpha / beta): -0.423 / -0.520 Eh. Its net charge is +4. The HOMO energy (alpha / beta) comes out at -17.818 / -17.814 eV. The value obtained for the HOMO-LUMO gap (alpha / beta) is 6.30 / 3.66 eV. The spin multiplicity is 5.

Mulliken atomic charges, in units of e:
1. P 0.792
2. C -0.943
3. H 0.423
4. H 0.261
5. H 0.421
6. C -0.913
7. H 0.316
8. H 0.107
9. H 0.504
10. C -1.103
11. H 0.443
12. H 0.413
13. H 0.368
14. P 0.847
15. C -1.130
16. H 0.406
17. H 0.373
18. H 0.393
19. C -1.221
20. H 0.403
21. H 0.393
22. H 0.447
23. C -1.111
24. H 0.409
25. H 0.410
26. H 0.362
27. P 1.121
28. C -1.027
29. H 0.413
30. H 0.418
31. H 0.315
32. C -1.212
33. H 0.449
34. H 0.404
35. H 0.413
36. C -1.371
37. H 0.506
38. H 0.436
39. H 0.347
40. Ru 0.830
41. C 0.252
42. O -0.261
43. C 0.153
44. O -0.196
45. C -0.646
46. C -0.683
47. C -0.780
48. C -0.679
49. C -0.586
50. C -0.576
51. H 0.615
52. H 0.634
53. H 0.576
54. H 0.675
55. H 0.588
56. H 0.693
57. N -0.451
58. C 0.915
59. C -1.078
60. C -0.786
61. N 0.585
62. C -0.467
63. C -1.045
64. H 0.225
65. H 0.213
66. H 0.432
67. H 0.606
68. H 0.496
69. H 0.464

No. 4
The following is a DFT calculation (ωB97M-V/def2-TZVPD) of C36H26BiF5N8O2S4 as an isolated structure.

```
82
C36H26BiF5N8O2S4 (ωB97M-V/def2-TZVPD)
Bi -0.718 0.170 -0.395
O -2.933 -1.078 3.127
C -2.040 -0.825 2.336
N -2.034 -1.014 0.997
C -3.037 -1.789 0.360
C -3.908 -2.641 1.041
C -4.771 -3.474 0.349
C -4.774 -3.478 -1.034
C -3.920 -2.638 -1.727
C -3.055 -1.780 -1.048
N -2.110 -0.957 -1.714
C -2.303 -0.572 -3.003
O -3.280 -0.790 -3.701
C -1.154 0.181 -3.649
C -1.349 0.707 -4.919
C -0.287 1.326 -5.548
C 0.940 1.376 -4.900
C 1.039 0.833 -3.633
N 0.010 0.260 -3.008
C -0.730 -0.313 2.951
C -0.547 -0.700 4.363
C 0.662 -1.046 4.813
C 1.814 -1.021 3.927
C 1.683 -0.611 2.666
N 0.433 -0.255 2.111
H -3.912 -2.641 2.117
H -5.440 -4.119 0.904
H -5.444 -4.127 -1.583
H -3.928 -2.633 -2.803
H -2.323 0.607 -5.373
H -0.406 1.754 -6.535
H 1.806 1.827 -5.364
H 1.980 0.846 -3.102
H -1.435 -0.722 4.975
H 0.793 -1.353 5.842
H 2.785 -1.332 4.289
H 2.507 -0.549 1.965
F -1.534 6.433 3.013
C -1.742 5.446 2.139
C -2.307 4.251 2.554
F -2.648 4.092 3.833
C -2.518 3.237 1.636
F -3.069 2.111 2.081
C -2.167 3.362 0.292
S -2.503 2.086 -0.867
C -1.602 4.576 -0.088
F -1.245 4.790 -1.358
C -1.390 5.607 0.811
F -0.840 6.758 0.407
C 0.026 -3.689 -0.033
C 1.344 -2.991 -0.092
N 1.503 -1.749 -0.436
C 2.831 -1.371 -0.394
C 3.687 -2.353 -0.010
S 2.821 -3.794 0.302
C 3.198 0.015 -0.717
C 4.392 0.440 -1.212
S 4.346 2.134 -1.455
C 2.711 2.165 -0.905
N 2.262 1.004 -0.540
C 1.872 3.393 -0.945
H -0.767 -3.010 -0.342
H -0.188 -4.029 0.980
H 0.014 -4.556 -0.693
H 4.753 -2.290 0.127
H 5.261 -0.149 -1.457
H 2.473 4.302 -0.930
H 1.213 3.389 -0.081
H 1.260 3.394 -1.849
C 4.819 3.223 1.886
N 3.660 4.051 2.151
C 3.713 5.429 2.317
C 2.460 5.822 2.618
N 1.703 4.663 2.624
C 2.417 3.544 2.332
S -0.180 1.388 2.520
H 5.412 3.647 1.075
H 4.463 2.237 1.597
H 5.442 3.132 2.776
H 4.622 5.996 2.215
H 2.054 6.796 2.823
H 0.718 4.632 2.825
```

As for the LUMO energy: 0.001 Eh. The HOMO energy comes out at -7.347 eV. The value obtained for the HOMO-LUMO gap is 7.38 eV.

Mulliken atomic charges, in units of e:
1. Bi 2.214
2. O -0.754
3. C -0.245
4. N 0.860
5. C 0.969
6. C -1.177
7. C -0.720
8. C -0.754
9. C -0.944
10. C -0.241
11. N 0.388
12. C 0.093
13. O -0.725
14. C 0.382
15. C -0.897
16. C -0.370
17. C -1.151
18. C 0.032
19. N 0.034
20. C 0.532
21. C -1.230
22. C -0.442
23. C -0.739
24. C -0.127
25. N 0.787
26. H 0.487
27. H 0.406
28. H 0.399
29. H 0.473
30. H 0.492
31. H 0.438
32. H 0.465
33. H 0.393
34. H 0.580
35. H 0.404
36. H 0.476
37. H 0.137
38. F -0.386
39. C 0.152
40. C 0.955
41. F -0.359
42. C -0.606
43. F -0.412
44. C 0.700
45. S -0.529
46. C -0.076
47. F -0.457
48. C 0.836
49. F -0.361
50. C -0.826
51. C 0.440
52. N -0.058
53. C -1.044
54. C -0.395
55. S -0.286
56. C -0.273
57. C -0.283
58. S -0.272
59. C 0.178
60. N 0.705
61. C -0.815
62. H -0.039
63. H 0.357
64. H 0.477
65. H 0.492
66. H 0.521
67. H 0.562
68. H -0.319
69. H 0.352
70. C -0.854
71. N 0.513
72. C -0.449
73. C -0.509
74. N 0.300
75. C -0.844
76. S 0.135
77. H 0.353
78. H 0.147
79. H 0.330
80. H 0.460
81. H 0.455
82. H 0.106

No. 5
The following is a DFT calculation (ωB97M-V/def2-TZVPD) of CH18MnO15P as an isolated structure.

```
36
CH18MnO15P (ωB97M-V/def2-TZVPD)
O -23.241 4.373 1.644
H -22.876 4.482 0.637
H -23.813 3.596 1.659
H -23.694 5.221 1.936
O -21.222 8.503 0.877
H -20.936 7.564 0.826
H -22.066 8.488 1.458
H -21.477 8.791 -0.020
Mn -24.551 7.383 -0.181
C -23.763 7.702 2.287
O -22.924 7.742 3.240
O -24.347 6.648 1.832
O -23.683 8.619 1.337
P -23.402 5.350 -1.356
O -24.898 5.512 -0.894
O -22.787 4.071 -0.781
O -22.694 6.643 -0.724
O -23.284 5.631 -2.838
O -24.393 11.476 2.216
H -24.033 11.930 1.449
H -24.448 10.549 1.941
O -24.368 4.192 4.520
H -23.452 4.465 4.675
H -24.832 4.996 4.218
O -20.857 9.038 4.483
H -20.427 9.431 3.719
H -21.658 8.604 4.128
O -24.156 8.901 5.432
H -23.751 8.763 4.556
H -23.653 8.328 6.017
O -26.263 6.117 3.890
H -25.744 6.526 3.175
H -26.549 6.851 4.443
O -21.671 5.401 4.377
H -22.102 6.151 3.932
H -20.941 5.796 4.862
```

As for the LUMO energy (alpha / beta): 0.058 / 0.053 Eh. Its net charge is -1. The HOMO energy (alpha / beta) comes out at -4.661 / -4.694 eV. The value obtained for the HOMO-LUMO gap (alpha / beta) is 6.23 / 6.14 eV. The spin multiplicity is 6.

Mulliken atomic charges, in units of e:
1. O -0.332
2. H 0.510
3. H 0.368
4. H 0.232
5. O -0.411
6. H 0.451
7. H 0.259
8. H 0.453
9. Mn 0.571
10. C 1.151
11. O -0.302
12. O -0.735
13. O -0.941
14. P 0.917
15. O -0.737
16. O -0.793
17. O -0.666
18. O -0.819
19. O -0.648
20. H 0.289
21. H 0.338
22. O -0.663
23. H 0.348
24. H 0.367
25. O -0.678
26. H 0.270
27. H 0.485
28. O -0.704
29. H 0.282
30. H 0.318
31. O -0.741
32. H 0.304
33. H 0.327
34. O -0.695
35. H 0.330
36. H 0.297